This record from OMol25 describes a 2-piece molecular cluster, C17H21FN overall. The level of theory is ωB97M-V with the def2-TZVPD basis set.

E_HOMO   -0.4358 hartree
Charge   +1
Energy above the lowest of the compared OMol25 structures with the same formula, charge and spin   26.0 kJ/mol

Geometry (Å):
F1 -0.260 -3.486 4.061
C1 -1.047 -2.444 3.627
C2 -2.426 -2.565 3.780
C3 -3.211 -1.484 3.347
C4 -2.629 -0.381 2.748
C5 -1.217 -0.289 2.524
C6 -0.746 0.845 1.792
C7 0.569 1.387 1.637
C8 0.666 2.729 1.143
C9 1.889 3.322 0.879
C10 3.082 2.617 1.117
C11 3.020 1.328 1.659
C12 1.793 0.719 1.927
C13 -0.416 -1.341 3.056
H1 -2.868 -3.446 4.239
H2 -4.294 -1.526 3.475
H3 -3.244 0.461 2.430
H4 -1.551 1.499 1.433
H5 -0.265 3.280 0.991
H6 1.925 4.338 0.482
H7 4.045 3.082 0.901
H8 3.943 0.783 1.876
H9 1.785 -0.273 2.364
H10 0.666 -1.317 3.022
C14 0.356 -0.714 -5.798
C15 0.323 0.003 -4.451
C16 -0.116 -0.854 -3.263
C17 -0.121 -0.079 -1.938
N1 -0.579 -0.855 -0.805
H11 0.688 -0.030 -6.584
H12 1.049 -1.560 -5.790
H13 -0.633 -1.082 -6.084
H14 1.321 0.406 -4.239
H15 -0.349 0.866 -4.524
H16 -1.127 -1.242 -3.451
H17 0.556 -1.719 -3.172
H18 0.883 0.352 -1.754
H19 -0.829 0.758 -2.021
H20 -0.095 -1.742 -0.710
H21 -0.538 -0.347 0.071

Charges in e, computed with Löwdin, in the same order as the atoms: 0.06 -0.20 0.07 -0.02 0.02 -0.18 0.10 -0.19 0.01 -0.03 0.00 -0.03 0.02 0.09 0.14 0.13 0.13 0.14 0.13 0.12 0.13 0.12 0.09 0.11 -0.11 -0.28 -0.22 -0.31 0.01 0.07 0.07 0.07 0.11 0.11 0.12 0.12 0.11 0.11 0.08 0.00

---

This record from OMol25 describes C17H21IrN8P as an isolated structure. The level of theory is ωB97M-V with the def2-TZVPD basis set.

E_HOMO   -0.6415 hartree
Charge   +3

Geometry (Å):
Ir1 -0.006 -0.806 -0.738
C1 2.915 1.961 2.942
N1 2.501 0.853 2.070
C2 3.291 -0.218 1.748
C3 2.591 -0.983 0.866
N2 1.381 -0.375 0.665
C4 1.341 0.743 1.401
P1 0.002 1.969 1.435
C5 0.038 2.193 -0.358
N3 0.055 1.202 -1.247
C6 0.113 1.757 -2.497
C7 0.130 3.111 -2.349
N4 0.078 3.369 -1.007
C8 0.044 4.710 -0.405
C9 -1.386 0.800 1.349
N5 -1.445 -0.298 0.585
C10 -2.691 -0.853 0.715
C11 -3.392 -0.076 1.584
N6 -2.569 0.950 1.967
C12 -2.980 2.056 2.841
H1 3.647 1.600 3.658
H2 2.059 2.360 3.479
H3 3.369 2.752 2.347
H4 4.273 -0.370 2.164
H5 2.878 -1.906 0.390
H6 0.131 1.185 -3.410
H7 0.185 3.885 -3.097
H8 0.005 5.446 -1.202
H9 0.935 4.887 0.192
H10 -0.840 4.825 0.218
H11 -2.997 -1.743 0.190
H12 -4.398 -0.186 1.955
H13 -3.620 1.677 3.633
H14 -3.540 2.793 2.267
H15 -2.109 2.529 3.285
N7 -0.154 -3.979 0.172
C13 -0.041 -3.896 -1.164
C14 0.071 -5.051 -1.953
C15 0.135 -4.939 -3.314
C16 0.076 -3.668 -3.923
C17 0.002 -2.579 -3.127
N8 -0.041 -2.663 -1.750
H16 -0.157 -4.876 0.631
H17 -0.246 -3.158 0.746
H18 0.084 -6.020 -1.472
H19 0.227 -5.827 -3.925
H20 0.083 -3.552 -4.997
H21 -0.025 -1.587 -3.562

Charges in e, computed with Löwdin, in the same order as the atoms: 1.50 0.03 -0.08 0.02 -0.05 -0.12 -0.42 1.23 -0.44 -0.10 -0.05 0.02 -0.08 0.03 -0.42 -0.12 -0.05 0.02 -0.08 0.03 0.12 0.09 0.11 0.16 0.13 0.13 0.16 0.11 0.11 0.10 0.13 0.16 0.12 0.12 0.08 0.17 -0.36 0.03 0.02 -0.02 -0.14 -0.11 0.14 0.08 0.14 0.14 0.13 0.10

---

This record from OMol25 describes an isolated ion of composition C17H21N2O2S and charge +1. The level of theory is ωB97M-V with the def2-TZVPD basis set.

E_HOMO   -0.3986 hartree
Charge   +1
Energy above the lowest of the compared OMol25 structures with the same formula, charge and spin   0.0 kJ/mol

Geometry (Å):
C1 -0.770 2.427 -1.460
N1 0.065 1.520 -0.675
C2 1.457 1.719 -0.638
C3 2.331 0.678 -0.212
C4 3.712 0.852 -0.266
C5 4.261 2.046 -0.738
C6 3.418 3.064 -1.193
C7 2.028 2.923 -1.114
C8 -0.391 0.141 -0.752
H1 -0.296 2.704 -2.417
H2 -1.714 1.909 -1.685
H3 -0.953 3.371 -0.919
H4 1.945 -0.267 0.208
H5 4.384 0.050 0.061
H6 5.342 2.188 -0.791
H7 3.828 3.975 -1.627
H8 1.380 3.752 -1.414
H9 0.439 -0.466 -0.375
H10 -0.484 -0.148 -1.827
C9 -2.122 2.224 1.593
S1 -2.164 0.428 1.596
C10 -3.977 0.171 1.380
C11 -1.639 -0.290 -0.061
C12 -1.340 -1.769 0.193
C13 -0.921 -2.537 -0.940
C14 -0.020 -3.574 -0.795
C15 0.468 -3.877 0.490
N2 1.696 -4.585 0.574
O1 2.202 -4.786 1.701
O2 2.212 -4.990 -0.492
C16 -0.022 -3.210 1.626
C17 -0.925 -2.162 1.469
H11 -1.103 2.517 1.838
H12 -2.409 2.622 0.618
H13 -2.802 2.579 2.376
H14 -4.208 -0.875 1.590
H15 -4.491 0.814 2.104
H16 -4.272 0.438 0.355
H17 -2.498 -0.170 -0.728
H18 -1.184 -2.224 -1.959
H19 0.402 -4.102 -1.652
H20 0.361 -3.479 2.600
H21 -1.224 -1.601 2.359

Charges in e, computed with Löwdin, in the same order as the atoms: -0.07 -0.15 -0.21 -0.03 -0.08 -0.09 -0.07 -0.03 -0.20 0.10 0.09 0.09 0.10 0.11 0.11 0.11 0.10 0.09 0.16 -0.24 1.14 -0.19 -0.36 -0.22 -0.02 0.04 -0.14 -0.31 0.08 0.08 0.04 -0.06 0.07 0.05 0.08 0.07 0.07 0.08 0.12 0.13 0.14 0.13 0.08

---

This record from OMol25 describes C17H21N2O7RhS2Se2 as an isolated structure. The level of theory is ωB97M-V with the def2-TZVPD basis set.

E_HOMO (alpha / beta)   -0.0624 / -0.0623 hartree
Charge   -2
Energy above the lowest of the compared OMol25 structures with the same formula, charge and spin   202.1 kJ/mol

Geometry (Å):
Rh1 0.644 0.429 0.406
O1 2.131 -5.888 3.685
C1 2.276 -5.492 2.510
O2 2.753 -6.079 1.519
C2 1.761 -4.074 2.234
C3 0.495 -3.887 1.678
C4 0.040 -2.607 1.437
N1 0.761 -1.516 1.699
C5 1.978 -1.681 2.213
C6 2.503 -2.931 2.510
C7 2.789 -0.404 2.405
O3 3.730 -0.422 3.194
O4 2.429 0.612 1.704
H1 -0.126 -4.740 1.435
H2 -0.949 -2.437 1.019
H3 3.489 -2.987 2.951
O5 -4.185 4.088 0.574
C8 -3.008 4.372 -0.191
C9 -1.997 3.230 -0.063
C10 -0.726 3.696 -0.782
O6 -0.085 4.762 -0.103
C11 -1.752 2.935 1.427
Se1 0.020 2.229 1.935
C12 -2.595 2.020 -0.770
Se2 -1.646 0.291 -0.639
H4 -4.770 4.847 0.505
H5 -2.525 5.289 0.158
H6 -3.278 4.499 -1.249
H7 -0.980 4.045 -1.789
H8 -0.042 2.849 -0.876
H9 0.372 4.327 0.643
H10 -2.511 2.243 1.794
H11 -1.867 3.858 1.996
H12 -2.689 2.192 -1.843
H13 -3.585 1.822 -0.356
C13 2.917 1.235 -1.282
C14 1.598 0.504 -1.480
O7 1.511 -0.735 -1.086
H14 3.724 0.676 -1.773
H15 3.148 1.271 -0.220
H16 2.885 2.247 -1.682
S1 -0.948 0.170 -2.736
C15 0.810 0.712 -2.804
N2 1.345 -0.147 -3.854
C16 2.503 0.460 -4.481
C17 2.074 1.877 -4.849
S2 0.907 2.391 -3.548
H17 1.523 -1.061 -3.450
H18 2.765 -0.114 -5.373
H19 3.383 0.499 -3.831
H20 1.566 1.901 -5.812
H21 2.919 2.564 -4.866

Charges in e, computed with Löwdin, in the same order as the atoms: 0.49 -0.06 -0.74 -0.06 -0.11 -0.02 -0.14 0.03 -0.18 0.05 -0.60 0.01 -0.21 0.11 0.08 0.13 -0.07 -0.22 -0.57 -0.30 -0.10 -0.54 0.65 -0.43 0.75 0.08 0.12 0.12 0.11 0.05 0.01 0.05 0.06 0.06 0.07 -0.06 -0.65 -0.21 0.07 0.05 0.05 0.54 -0.98 -0.11 -0.28 -0.44 0.88 0.12 0.11 0.09 0.06 0.06

---

Which of these has the lowest charge?
C17H21N2O7RhS2Se2

---

What is the charge in the fourth record?
-2